[1]
103
Properties=species:S:1:pos:R:3:forces:R:3 method="wB97M-V/def2-TZVPD" total_energy_ha=-1903.580853 e_homo_ev=-8.114 gap_ev=7.74 relative_energy_kj_mol=321.2
N 2.04129 3.03076 3.17483 6.1 0.7 -1.6
H 3.05729 3.38776 2.64783 -3.8 -1.9 1.1
H 1.23929 3.20676 2.70383 -3.3 1.1 -3.6
H 1.96329 3.64576 3.93083 0.1 0.1 2.5
H 1.97929 2.01376 3.19283 0.6 -0.6 0.5
O 1.42829 1.20976 1.06783 -3.0 -2.6 -0.1
H 0.74729 0.39676 0.92883 2.8 2.8 0.4
C 5.48129 5.66676 -0.69817 -5.8 -2.0 5.7
O 5.04229 4.33176 -0.97017 0.8 0.2 -0.4
C 4.47629 3.65176 0.15683 0.0 2.1 1.1
C 4.57129 2.12576 0.06583 6.8 1.8 3.4
N 4.09629 1.38076 1.19483 -2.0 1.6 0.6
C 4.65329 0.01676 1.20983 -2.3 0.2 -0.9
C 4.01129 -0.59624 2.45983 2.2 -1.1 -0.9
O 4.61829 -1.92624 2.57783 0.1 0.7 -0.1
C 3.87529 -2.90024 1.83983 3.7 -1.0 -0.8
H 4.51729 6.32976 -0.27717 2.4 -1.5 -1.0
H 5.88129 6.14876 -1.42817 2.0 2.4 -5.5
H 6.23829 5.68276 0.04583 0.6 -0.2 1.3
H 3.40329 4.03376 0.15883 0.7 -0.8 0.4
H 4.97929 4.10776 1.10483 -0.7 -1.1 -1.1
H 5.68029 1.75676 -0.12317 -2.1 1.2 -0.2
H 3.91329 1.80376 -0.53617 -3.8 -1.8 -6.5
H 2.99229 1.50776 0.95583 2.0 -2.2 1.5
H 5.72129 0.17276 1.36083 0.1 -0.6 -0.2
H 4.43029 -0.67724 0.23383 0.6 1.7 2.0
H 2.93429 -0.76624 2.28183 0.2 0.8 0.6
H 4.38129 0.10676 3.28683 -1.1 -1.5 -0.6
H 3.75329 -2.79324 0.72983 0.9 0.3 0.6
H 2.95229 -2.75124 2.19283 -4.0 -0.6 1.4
H 4.36329 -3.91324 2.06983 -1.1 1.5 -0.3
C -3.37971 0.03076 3.32883 -3.3 0.4 0.4
O -2.88171 1.45876 3.59983 -1.7 -3.6 0.4
C -1.67271 1.68576 2.92683 0.5 0.4 0.3
C -1.91771 2.36476 1.58683 -2.5 0.2 -1.7
N -0.78071 3.08376 1.07983 2.5 -2.7 -1.8
C -0.95571 3.64676 -0.30317 1.6 -4.3 0.2
C 0.37829 4.09676 -0.87717 0.3 0.6 0.8
O 0.10029 4.61976 -2.11517 0.7 1.1 -1.3
C 1.26629 5.12676 -2.74717 -2.1 1.3 -2.1
H -4.51271 -0.37724 3.89583 3.5 2.1 -1.1
H -2.69071 -0.79124 3.62783 0.0 1.0 -0.5
H -3.74671 0.03676 2.26083 1.0 -0.4 1.0
H -1.05371 0.78776 2.86583 0.0 -0.1 -0.2
H -1.14171 2.37076 3.60983 0.1 0.1 -0.5
H -2.73971 3.14376 1.82583 0.8 -1.4 -0.7
H -2.28471 1.55076 0.69883 0.4 1.9 2.4
H -0.16171 2.21376 0.79383 0.0 2.2 1.4
H -1.68871 4.37676 -0.15917 -1.2 1.4 -1.0
H -1.16171 2.73676 -1.05217 -0.8 2.0 1.4
H 1.18729 3.37576 -1.05617 -0.5 -0.8 0.9
H 0.82329 4.90576 -0.31717 0.2 0.3 1.0
H 1.72529 4.47576 -3.44017 0.6 -1.5 -0.4
H 2.02129 5.77176 -2.36717 0.7 -0.1 2.4
H 0.85829 5.89476 -3.38317 -0.5 0.2 -0.9
C -7.49371 2.51476 -3.17817 0.7 3.1 2.7
O -6.40271 1.74476 -2.78517 1.1 -0.2 -0.1
C -5.15071 2.03176 -3.46517 -2.7 1.2 0.4
C -4.06771 1.19776 -2.94317 -2.9 -2.5 -0.8
N -2.93671 1.58976 -3.55617 6.7 -0.5 0.0
C -1.76171 0.59876 -3.32017 1.1 -1.3 0.0
C -0.37771 1.11476 -3.89317 -0.5 0.0 -1.1
O 0.65429 0.17976 -3.60317 0.8 0.8 1.2
C 1.42629 0.45376 -2.33517 -5.2 5.7 -2.7
H -7.57171 3.62776 -2.56917 0.9 -2.4 -2.0
H -8.33771 2.10376 -2.69817 -1.2 -1.0 -0.2
H -7.54771 2.62176 -4.23917 -0.3 0.3 -0.7
H -4.85371 3.05876 -3.22517 -0.2 0.2 -0.5
H -5.34671 1.90176 -4.55117 0.5 0.1 0.4
H -4.29371 0.13576 -3.05117 -0.2 -0.4 -0.1
H -3.86271 1.36776 -1.98617 -0.2 0.7 4.6
H -3.02171 1.27276 -4.44917 -0.6 0.1 -3.9
H -1.94571 -0.36424 -3.90217 -0.2 1.0 0.7
H -1.51471 0.16876 -2.25117 -0.9 1.5 -1.6
H -0.20871 2.07076 -3.37617 0.3 0.1 -0.5
H -0.32871 1.23576 -5.10417 -0.6 -0.1 3.0
H 1.76129 1.56276 -2.26517 -0.2 -2.0 -0.3
H 2.07329 -0.24624 -2.32617 5.3 -4.3 -0.1
H 0.77529 0.24276 -1.54917 -1.2 0.1 1.6
C -2.42271 -10.10924 1.40683 -2.4 1.2 1.3
O -1.59071 -9.48424 2.38083 -0.8 -3.4 -0.8
C -1.46371 -8.17724 2.20583 4.7 2.6 2.2
C -0.37271 -7.86624 1.14483 -0.1 1.3 -3.9
N -0.06371 -6.37524 1.12683 3.5 0.1 0.0
C -1.01771 -5.33024 0.91983 -2.9 -1.9 -0.6
C -0.42471 -3.99924 0.67783 2.6 -0.1 0.9
O -1.31471 -2.99624 0.43783 -1.8 1.3 -0.5
C -0.74371 -1.70724 0.24283 1.3 0.0 -2.5
H -2.20071 -11.12324 1.47483 -0.2 -2.0 0.8
H -2.11171 -9.99424 0.30583 -1.1 1.2 1.5
H -3.64871 -9.89924 1.92183 3.4 -0.6 -2.6
H -0.98271 -7.81024 3.23283 -1.1 -0.2 -2.0
H -2.36771 -7.66624 2.05783 -1.4 0.9 -0.5
H -0.83671 -8.08424 -0.01717 1.0 0.1 2.9
H 0.64529 -8.51824 1.20983 -2.6 1.7 0.3
H 0.68929 -6.05324 0.43883 -0.9 -1.8 1.3
H -1.68071 -5.18724 1.75283 -0.5 -0.3 0.6
H -1.63771 -5.70924 0.07483 -0.3 1.0 0.0
H 0.37029 -4.13524 -0.04417 0.1 0.4 -1.4
H 0.19429 -3.73424 1.53583 0.0 0.0 0.7
H -1.53871 -0.93824 -0.29617 1.9 -2.2 1.8
H 0.14229 -1.97124 -0.63417 -2.0 1.5 2.5
H -0.30071 -1.29424 1.24383 -0.7 -0.6 -1.9

[2]
106
Properties=species:S:1:pos:R:3:forces:R:3 method="wB97M-V/def2-TZVPD" total_energy_ha=-2262.054094 e_homo_ev=-8.644 smiles="COCCNCCOC.COCCNCCOC.NC(N)=O.OCCO.OCCO.OCCO.OCCO.OCCO" gap_ev=8.90
C 5.95495 11.03240 -1.27973 0.0 0.2 0.8
O 5.18945 10.69190 -0.13173 1.0 1.2 0.5
C 4.12140 9.87824 -0.33575 -0.8 -2.1 -0.6
C 3.61655 9.30486 0.96548 -1.0 -0.1 1.1
N 2.72860 8.14740 0.81840 0.7 -0.6 -0.5
C 1.47795 8.42728 0.18319 -0.9 -0.4 -0.5
C 0.53905 7.22147 0.32294 0.1 0.3 -0.7
O 0.18422 7.01366 1.64916 0.4 0.6 0.7
C -0.51440 5.83467 1.88145 -0.8 -0.2 0.7
H 6.98239 10.76588 -1.03189 0.1 0.0 -0.4
H 5.89572 12.11465 -1.39524 0.0 0.0 -0.3
H 5.61806 10.52310 -2.18263 0.0 0.0 0.0
H 4.43406 9.01783 -0.92741 0.0 -0.3 -0.4
H 3.29327 10.33447 -0.87811 -0.1 0.4 -0.1
H 3.02972 10.07295 1.46923 0.1 0.5 0.3
H 4.40992 8.99690 1.64652 0.3 0.2 -0.3
H 2.45328 7.76353 1.71111 0.5 0.1 0.4
H 1.57591 8.60260 -0.88814 0.2 0.0 -0.1
H 1.04607 9.33722 0.59982 -0.5 0.2 0.2
H 1.02351 6.32508 -0.06422 0.4 -0.1 -0.2
H -0.37447 7.34102 -0.25955 -0.1 0.3 -0.3
H 0.12932 4.95937 1.96851 0.2 -0.1 0.0
H -1.29385 5.61771 1.15105 0.1 0.1 -0.5
H -1.06037 6.00049 2.81017 0.2 -0.3 0.2
C -6.67071 -4.87125 8.79956 0.6 0.9 -0.2
O -6.79379 -4.26811 7.50883 1.2 -0.4 0.8
C -7.94653 -3.52195 7.26100 -1.2 -1.5 -0.6
C -7.73350 -2.20568 6.51001 -0.6 -0.6 0.9
N -7.10670 -2.37720 5.19564 -1.1 -1.5 1.6
C -6.62867 -1.18103 4.55373 0.5 -0.5 1.4
C -5.20532 -0.93643 5.13209 -0.3 1.0 -0.8
O -4.35319 -2.08414 5.11546 -1.0 1.0 0.6
C -4.05980 -2.48422 3.81838 0.8 -0.2 -0.8
H -5.64213 -5.23105 8.82531 -0.2 -0.2 0.1
H -7.35932 -5.66041 9.10144 -0.3 -0.3 -0.8
H -6.78464 -4.13149 9.59195 0.1 0.4 0.0
H -8.54018 -3.46828 8.17358 0.2 1.0 0.4
H -8.57137 -4.21633 6.69929 -0.4 0.3 -0.8
H -7.16108 -1.62123 7.23033 0.3 0.7 -0.1
H -8.74842 -1.80955 6.47642 0.0 0.4 -0.4
H -6.29834 -2.89788 5.50473 0.5 -0.5 -0.8
H -7.30325 -0.37672 4.84721 0.2 0.4 -0.3
H -6.70368 -1.35673 3.48060 0.5 0.4 -0.1
H -5.22556 -0.53172 6.14397 -0.3 -0.7 0.3
H -4.82179 -0.07281 4.58880 0.8 -0.1 -0.5
H -3.23117 -3.19111 3.86065 0.0 0.0 0.1
H -3.73369 -1.61696 3.24426 0.1 0.1 -0.3
H -4.86584 -2.97432 3.27231 -0.4 0.0 0.2
N 0.51194 -8.40871 -0.29703 -0.9 -4.0 0.0
C 0.35685 -7.13522 -0.62650 -3.6 0.7 -2.2
N 1.26525 -6.43865 -0.07292 5.2 4.2 3.1
O -0.51266 -6.58777 -1.31730 0.0 -1.4 0.3
H 1.36861 -8.79224 0.07597 -0.3 0.4 -0.1
H -0.20633 -9.10025 -0.45807 0.1 0.4 -0.4
H 1.22450 -5.43406 0.02311 -0.4 -0.2 -0.7
H 1.91714 -6.83167 0.59092 -0.3 -0.1 -0.2
O 4.04044 3.98637 0.10861 -2.6 0.6 -1.5
C 5.04387 3.42472 0.80170 1.9 -0.9 1.8
C 4.71783 3.20838 2.30130 1.7 1.9 -0.5
O 3.72168 2.29540 2.39360 -1.9 -1.7 0.1
H 3.78202 4.83265 0.48097 0.1 0.2 0.1
H 5.25400 2.43544 0.39515 -0.1 -0.1 -0.2
H 5.93226 4.02991 0.62107 0.6 -0.1 0.7
H 4.42790 4.16297 2.74039 -0.3 0.5 -0.1
H 5.57277 2.92159 2.91362 0.6 -0.2 -0.3
H 3.33436 2.32857 3.27138 -0.1 -0.1 0.0
O 5.58964 -2.82875 -4.39211 0.3 0.7 -0.8
C 5.65928 -3.95693 -3.58218 0.6 -0.3 0.8
C 6.74549 -4.95827 -4.03864 -1.9 0.1 -0.2
O 6.27274 -5.57659 -5.21208 0.1 -0.6 -0.8
H 6.47531 -2.45899 -4.37081 0.0 0.5 -0.2
H 5.87325 -3.63939 -2.56165 0.1 -0.1 0.4
H 4.64314 -4.35110 -3.59494 0.3 -0.6 0.0
H 6.80124 -5.75042 -3.29197 0.5 0.1 0.2
H 7.70098 -4.49228 -4.27937 0.2 0.2 0.7
H 6.68181 -5.16468 -5.97667 -0.1 0.0 0.0
O 1.39875 -1.73337 -6.69791 -0.3 -1.0 -0.2
C 0.97467 -2.98959 -7.28817 0.3 1.1 0.3
C 2.04690 -3.51826 -8.25392 -0.5 -0.9 0.5
O 1.52156 -4.68318 -8.85384 -0.6 -0.5 -1.1
H 2.21057 -1.95178 -6.23441 0.2 0.3 0.2
H 0.69120 -3.74300 -6.55324 0.7 -0.2 0.5
H -0.02145 -2.80829 -7.69187 0.4 0.3 -1.0
H 2.94698 -3.91760 -7.78649 0.3 0.9 0.9
H 2.38931 -2.80078 -8.99962 -0.5 0.1 -0.1
H 1.76901 -5.44416 -8.32349 -0.1 0.1 0.0
O -0.96122 0.09947 -1.36085 -0.6 0.4 -0.6
C 0.33428 0.65389 -1.52248 0.1 -1.9 1.7
C 1.28131 -0.56637 -1.10588 1.0 2.8 -0.9
O 1.12491 -0.79875 0.31727 -0.2 -0.4 -1.4
H -0.88120 -0.25296 -0.47147 -0.5 -0.3 0.2
H 0.46511 1.19156 -2.46158 0.0 -0.7 -0.2
H 0.41215 1.38810 -0.72063 0.6 0.4 0.0
H 2.29103 -0.21436 -1.31720 0.4 0.0 0.3
H 1.21195 -1.42285 -1.77651 -0.9 -0.3 0.7
H 1.68545 -0.13135 0.71973 0.0 0.0 0.3
O -6.28609 -4.00199 -4.00354 -1.1 0.3 0.7
C -5.15457 -3.61111 -3.25276 1.0 -0.7 -1.9
C -4.01296 -3.73574 -4.26819 1.6 0.3 0.8
O -3.79059 -5.05668 -4.73032 -0.8 -0.6 -0.6
H -6.14574 -4.92290 -4.23557 0.1 -0.1 -0.2
H -5.20635 -2.57219 -2.92709 -0.4 -0.1 0.1
H -4.96867 -4.29740 -2.42659 0.0 0.2 0.3
H -3.06489 -3.40008 -3.84797 0.1 0.4 0.3
H -4.19201 -3.13008 -5.15658 -0.3 0.0 0.1
H -3.23630 -5.58631 -4.15253 0.1 0.3 0.3

[3]
17
Properties=species:S:1:pos:R:3:forces:R:3 method="wB97M-V/def2-TZVPD" total_energy_ha=-1121.065306 e_homo_ev=-8.110 gap_ev=4.05 relative_energy_kj_mol=735.5
N -1.36332 1.66734 0.14725 0.2 -0.1 -0.6
C -1.15765 0.46755 0.84900 -4.4 -0.2 -1.9
C -0.15929 0.51630 1.96377 2.1 0.8 -0.4
O 0.35807 1.72083 2.12719 -0.1 -1.9 -0.5
C 0.00247 -0.44975 0.72682 3.5 -0.3 3.0
S -1.39977 -0.85712 -1.74853 2.3 -1.1 0.3
S 0.51548 -1.56760 -2.20494 -1.7 1.7 0.0
H -1.30326 1.44913 -0.86584 0.0 1.3 1.2
H -0.81365 2.43653 0.57974 -0.2 -0.7 -0.9
H -2.04880 -0.15249 1.13188 0.5 0.8 -0.7
H -0.45304 -0.10444 2.73627 -1.1 -0.5 2.3
H -0.19185 -1.47295 1.04626 -0.3 0.2 -0.3
H 1.04257 -0.29943 0.49709 -0.1 0.6 -1.6
H 0.58059 -2.83215 -1.79967 -0.6 -0.5 0.3
H 2.31835 1.31225 2.14961 -0.6 0.7 0.1
H 3.84339 1.77238 2.18442 -1.5 -1.3 -0.2
O 3.21747 1.00550 2.03874 2.0 0.7 0.1

[4]
16
Properties=species:S:1:pos:R:3:forces:R:3 method="wB97M-V/def2-TZVPD" total_energy_ha=-288.660408 e_homo_ev=-8.483 smiles="C=N[C@]12C[C@H]1[C@@H]2C" gap_ev=9.62 relative_energy_kj_mol=319.3
C 1.62782 0.96634 1.53957 -0.1 -0.1 -0.1
N 1.06430 -0.16083 1.62944 1.4 0.2 0.8
C -0.00146 -0.57991 0.92409 -2.7 0.0 -2.9
C -0.70294 -1.90279 0.97468 0.0 0.1 0.2
C -0.19657 -1.40561 -0.33430 -0.1 0.3 0.5
C -0.85040 -0.07312 -0.40629 1.3 -0.6 1.7
C -0.30419 0.99124 -1.31281 0.0 0.0 0.1
H 2.46679 1.15460 2.19041 0.2 0.1 0.1
H 1.34270 1.76199 0.85175 -0.2 0.0 0.0
H -1.77121 -1.91057 1.15775 -0.2 0.0 0.0
H -0.17390 -2.72072 1.44508 0.2 0.0 0.0
H 0.53011 -1.85010 -0.98405 0.2 -0.1 -0.1
H -1.92195 -0.03844 -0.24694 -0.2 -0.1 0.1
H 0.75009 0.81639 -1.52177 0.1 0.1 0.0
H -0.41550 1.97843 -0.86699 0.0 0.1 -0.1
H -0.84782 0.98815 -2.25872 0.0 0.0 0.0